No. 1
This record from OMol25 describes 3 unconnected molecules or ions with the total composition C29H48N4O7S at a distorted geometry. The level of theory is ωB97M-V/def2-TZVPD.

Cartesian coordinates (Å):
H: 0.122 -1.010 -9.545
H: 0.836 -0.128 -2.928
C: -2.275 0.290 -5.779
O: -1.404 -1.914 -8.443
N: 5.871 4.242 0.038
H: 0.036 -5.846 6.409
C: -1.888 3.141 1.544
C: 2.832 0.616 -2.715
H: 4.178 1.406 -4.211
C: -0.879 0.171 -6.367
H: 0.895 1.675 -2.709
C: 2.497 -4.139 6.453
C: -0.901 -4.295 7.540
H: -2.472 -2.725 4.612
O: -0.687 -3.227 8.455
H: -1.538 -0.521 -9.919
H: 0.575 -2.455 -8.068
H: 2.701 -4.235 7.523
H: -3.060 -1.937 6.080
H: 2.989 -4.952 5.910
H: -0.233 -0.300 6.779
H: 0.234 -2.876 -5.689
O: -1.000 -1.893 5.750
H: 0.965 -2.275 7.640
C: -3.083 3.065 3.648
H: 0.433 0.564 1.716
S: 5.678 2.640 -2.243
C: 1.300 0.708 -2.376
H: -3.168 -1.397 -4.119
H: -0.909 0.177 -7.458
N: 5.668 3.995 1.379
O: -0.079 -0.904 -5.894
C: 3.354 1.789 -3.577
H: 3.327 3.074 -1.837
C: 5.633 3.108 -0.526
C: -0.043 -2.050 7.992
H: 1.976 1.027 -0.371
H: -0.933 0.339 -0.308
C: -0.805 -1.215 6.977
H: 3.948 3.910 -3.305
C: -2.934 3.637 2.349
C: -2.480 4.602 -0.062
O: -3.105 -0.805 -6.117
C: 1.142 0.473 -0.846
H: -2.503 -0.953 4.689
H: -1.555 -3.983 6.726
H: 5.098 2.316 2.501
N: -1.642 3.659 0.301
C: -2.281 2.075 4.120
H: 1.013 2.175 1.316
C: -3.784 -1.387 -5.024
H: -4.167 5.875 0.397
C: 0.141 1.504 1.213
H: -1.454 -2.457 -5.771
C: -0.165 1.129 -0.251
H: 0.940 -5.358 7.855
H: 2.912 -3.191 6.108
H: -0.959 -2.110 -10.449
H: -2.192 0.400 -4.691
H: -4.021 -2.420 -5.282
H: 1.242 -0.587 -0.570
H: -0.587 0.767 3.626
C: -0.436 -2.615 -7.678
H: -1.464 -5.043 8.105
H: 2.601 2.192 -4.272
H: -2.739 1.205 -6.165
C: 3.930 2.960 -2.752
H: -0.668 -3.684 -7.764
O: 1.112 -4.135 6.173
H: 3.441 0.554 -1.800
H: -2.431 1.689 5.131
C: -0.907 -1.367 -9.648
C: -2.328 -1.867 5.268
C: 0.345 -4.985 7.014
C: -1.236 1.572 3.270
H: -4.720 -0.853 -4.829
O: 5.265 2.129 0.337
H: 3.023 -0.312 -3.278
H: -0.388 1.977 -0.904
H: -2.354 5.059 -1.048
C: -1.030 2.082 2.015
C: 5.319 2.778 1.544
H: 0.092 -1.428 8.882
H: -3.878 3.441 4.300
N: -3.795 4.641 2.000
C: -3.527 5.072 0.788
C: -0.482 -2.232 -6.209
H: -1.763 -0.912 7.416
H: -0.333 1.077 -6.088

Results
Orbital gap = 8.754 eV
HOMO = -9.00 eV
Total energy = -2277.50889 Ha
LUMO level = -0.24 eV
M = 596.8 g mol⁻¹

No. 2
This record from OMol25 describes C2H4N4 in the gas phase at a distorted geometry. The level of theory is ωB97M-V/def2-TZVPD.

Cartesian coordinates (Å):
N: 0.351 0.885 -0.289
H: -2.001 -1.155 0.552
H: -1.677 -0.272 -1.062
N: -0.105 -0.288 0.085
C: -1.514 -0.384 0.001
C: 1.686 0.732 -0.229
H: 2.358 1.576 -0.248
N: 0.712 -1.151 0.404
N: 1.997 -0.447 0.276
H: -1.807 0.505 0.510

Results
ΔE to the lowest compared entry with this formula, charge and spin = 2.375 eV
Orbital gap = 11.461 eV
HOMO = -10.51 eV
Total energy = -297.55701 Ha
LUMO level = 0.95 eV
M = 84.1 g mol⁻¹

No. 3
This record from OMol25 describes 2 unconnected molecules or ions with the total composition CH5NO4P at a distorted geometry. The level of theory is ωB97M-V/def2-TZVPD.

Cartesian coordinates (Å):
O: 3.671 -0.847 1.097
N: 1.993 1.808 0.191
O: 2.178 0.637 -0.511
H: -2.115 0.065 0.601
P: 2.637 -0.845 0.026
O: 2.817 -1.670 -1.170
C: -1.658 0.755 -0.356
O: -1.080 -0.178 -1.266
H: -2.435 1.202 -0.847
H: 2.975 1.872 0.633
H: -0.839 1.417 0.065
H: -0.192 -0.427 -0.997

Results
ΔE to the lowest compared entry with this formula, charge and spin = 4.931 eV
Net charge = -1
Orbital gap (spin up / spin down) = 9.031 / 6.544 eV
HOMO (spin up / spin down) = -5.47 / -3.16 eV
Total energy = -738.14451 Ha
LUMO level (spin up / spin down) = 3.56 / 3.38 eV
M = 126.0 g mol⁻¹

No. 4
This record from OMol25 describes a molecular structure, C6H7ClO2S at a distorted geometry. The level of theory is ωB97M-V/def2-TZVPD.

Cartesian coordinates (Å):
S: -1.469 1.338 -0.698
H: -0.486 -0.960 2.144
O: 0.392 0.837 1.600
O: 0.302 -2.197 -0.685
Cl: -2.789 -1.183 0.140
C: -0.817 0.024 1.648
C: -0.116 -1.177 -1.078
H: 1.932 0.097 0.102
H: 0.650 -0.385 -2.946
H: -0.197 1.650 -2.843
H: 1.634 -0.646 1.741
H: -1.375 0.745 2.145
C: 0.055 -0.227 -2.167
C: -0.474 0.989 -2.047
C: -1.304 -0.206 0.212
C: 1.605 0.262 1.186
H: 2.455 1.038 1.545

Results
ΔE to the lowest compared entry with this formula, charge and spin = 2.033 eV
Orbital gap = 8.825 eV
HOMO = -9.04 eV
Total energy = -1241.56752 Ha
LUMO level = -0.21 eV
M = 178.6 g mol⁻¹

No. 5
This record from OMol25 describes 5 unconnected molecules or ions with the total composition CH11NO4 at a distorted geometry. The level of theory is ωB97M-V/def2-TZVPD.

Cartesian coordinates (Å):
O: -1.598 0.827 -0.833
H: 2.065 -0.145 0.496
O: 2.626 0.964 -0.386
H: 1.174 -1.475 0.187
O: 0.776 -0.118 -1.914
O: -2.697 -0.891 0.524
H: -3.548 -1.051 0.106
H: -0.574 -1.190 1.185
H: -0.353 0.443 0.755
H: -0.083 0.257 -1.675
C: 0.126 -0.371 1.428
H: -2.104 1.620 -1.053
N: 1.397 -0.824 0.945
H: 1.481 0.407 -1.446
H: -2.278 -0.080 0.030
H: 3.283 1.562 -0.757
H: 0.306 0.064 2.408

Results
ΔE to the lowest compared entry with this formula, charge and spin = 8.645 eV
Orbital gap = 4.447 eV
HOMO = -10.07 eV
Total energy = -400.10384 Ha
LUMO level = -5.63 eV
M = 101.1 g mol⁻¹

No. 6
This record from OMol25 describes CH4NOP in the gas phase at a distorted geometry. The level of theory is ωB97M-V/def2-TZVPD.

Cartesian coordinates (Å):
H: -0.254 1.282 0.431
O: 3.521 0.851 0.523
H: 1.723 -0.694 -0.236
H: -0.702 0.126 -0.912
N: 1.204 0.051 0.149
H: -0.691 -0.392 0.946
C: -0.235 0.202 0.102
P: 2.132 1.286 0.779

Results
ΔE to the lowest compared entry with this formula, charge and spin = 0.000 eV
Orbital gap = 10.340 eV
HOMO = -10.03 eV
Total energy = -511.86416 Ha
LUMO level = 0.31 eV
M = 77.0 g mol⁻¹